(1)
C10H14BBeN7O2 | ωB97M-V with the def2-TZVPD basis set

Last column: Mulliken charge in e.
Atoms and positions in Å:
H  2.87448  0.15273  2.06940  0.470
N  1.41637  -0.47856  0.68864  -0.234
B  -0.24066  -1.60033  -0.70260  -0.038
N  1.06529  -1.68019  0.17957  0.114
C  1.87947  -2.65968  0.65100  -0.201
Be  -0.29436  1.69889  -0.16430  -0.131
H  1.74483  -3.68767  0.35958  0.448
C  2.79664  -2.04107  1.51671  -0.948
H  3.59102  -2.49688  2.06596  0.387
C  2.44450  -0.66655  1.51486  -0.194
H  -0.43170  -2.66982  -1.20972  -0.086
C  -0.55761  3.32308  -0.55908  -0.993
H  0.31459  3.94359  -0.22258  0.141
H  -1.50951  3.50166  -0.01151  0.168
H  -0.77690  3.20196  -1.63655  0.291
N  0.03237  -0.46807  -1.74223  -0.096
N  -1.40130  -1.15408  0.27902  -0.190
N  0.16939  0.88356  -1.40860  0.628
N  -1.41264  0.02482  0.90532  0.541
C  0.41010  -0.65401  -3.02826  -0.150
C  -2.31520  -1.88894  0.91871  -0.094
H  0.37220  -1.64024  -3.49033  0.431
H  -2.52956  -2.89189  0.61579  0.478
C  0.80702  0.57714  -3.55371  -1.099
C  -2.95143  -1.09549  1.86382  -1.162
C  0.67578  1.48823  -2.51410  -0.059
C  -2.34461  0.13895  1.85292  0.102
H  1.15402  0.79440  -4.56539  0.369
H  -3.80012  -1.31278  2.46884  0.418
H  0.91825  2.54077  -2.54323  0.556
H  -2.44676  1.08531  2.35946  0.488
H  -1.13718  0.83118  0.29982  0.125
O  0.73831  1.39395  3.29810  -0.552
N  0.06064  1.61990  2.28520  0.299
O  0.68427  1.88614  1.15949  -0.227

Computed properties:
ΔE to the lowest compared entry with this formula, charge and spin = 5.933 eV
LUMO level = -0.4 eV
E = -26197.0680 eV
Gap between HOMO and LUMO = 0.2887 hartree

---

(2)
C10H14BN7O3Tc | ωB97M-V with the def2-TZVPD basis set

Last column: Mulliken charge in e.
Atoms and positions in Å:
H  -3.33414  0.23570  -2.54967  0.496
N  -1.28980  0.09912  -1.84757  0.270
B  1.26578  -0.24773  -1.70498  0.184
N  -0.07885  -0.18095  -2.48746  0.032
C  -0.34450  -0.48742  -3.76668  -0.004
Tc  -1.34360  0.91643  0.02468  0.640
H  0.43106  -0.86379  -4.42289  0.465
C  -1.69800  -0.26067  -4.01074  -1.018
H  -2.20582  -0.30890  -4.95438  0.445
C  -2.28667  0.07305  -2.79550  -0.205
H  2.20372  -0.56313  -2.38618  0.016
C  -0.79308  -0.38293  4.82976  -0.868
H  -0.81980  0.45233  5.53671  0.337
H  -1.04779  0.01645  3.84701  -0.079
H  0.20902  -0.83311  4.83333  0.301
N  0.95341  -1.25718  -0.54590  -0.257
N  1.58324  1.09148  -0.97730  0.109
N  -0.06682  -1.05841  0.35762  0.689
N  0.68885  1.63545  -0.08079  0.186
C  1.60495  -2.37767  -0.22859  0.183
C  2.67470  1.87759  -1.03065  0.012
H  2.45325  -2.69451  -0.83741  0.487
H  3.52888  1.56362  -1.62011  0.455
C  1.03724  -2.90755  0.91489  -1.085
C  2.47941  2.96837  -0.19829  -0.937
C  -0.00432  -2.04353  1.28949  -0.107
C  1.24340  2.77781  0.44311  -0.277
H  1.38760  -3.77343  1.41703  0.454
H  3.17203  3.78492  -0.07040  0.428
H  -0.67147  -2.18875  2.14585  0.567
H  0.76726  3.39398  1.21229  0.459
H  -1.54528  -1.11650  5.07884  0.329
O  -2.96705  -0.52140  0.69808  -0.323
N  -2.36817  0.31897  1.58759  0.247
O  -2.83644  0.43474  2.74634  -0.250
O  -1.98222  2.42754  -0.44714  -0.383

Computed properties:
ΔE to the lowest compared entry with this formula, charge and spin = 1.108 eV
LUMO level (alpha / beta) = -9.1 / -11.8 eV
Multiplicity = 4
E = -30021.8295 eV
Gap between HOMO and LUMO (alpha / beta) = 0.2382 / 0.1688 hartree
Total charge = +2

---

(3)
C10H14Br2Cl3CoN2O | ωB97M-V with the def2-TZVPD basis set

Last column: Mulliken charge in e.
Atoms and positions in Å:
Co  -0.29507  -0.78532  0.38469  0.678
Cl  4.37725  4.64391  0.54289  -0.187
C  3.08892  3.49911  0.38518  0.538
C  3.11077  2.29535  1.13180  -0.989
C  2.07308  1.44613  0.89287  0.902
Cl  1.91815  -0.16607  1.66627  -0.241
C  1.02449  1.64338  -0.07578  -0.422
O  0.15087  0.74995  -0.45006  -0.710
C  1.15068  2.85656  -0.80273  0.546
Cl  -0.01297  3.03008  -2.07666  -0.181
C  2.10934  3.76661  -0.57677  -0.790
H  3.84916  2.04210  1.85285  0.496
H  2.17440  4.67680  -1.13413  0.483
N  -2.17307  -1.03223  -0.54893  -0.379
C  -2.31488  -2.00207  -1.64006  -0.490
C  -1.64445  -3.31953  -1.25832  -0.769
C  -0.12711  -3.48834  -0.99435  -0.494
N  0.32646  -2.81768  0.22329  -0.577
H  -2.77238  -1.22243  0.26153  0.358
H  -2.49111  -0.12012  -0.94622  0.291
H  -1.82653  -1.61043  -2.53178  0.357
H  -3.33848  -2.14034  -1.91289  0.395
H  -1.91456  -4.06407  -2.11564  0.322
H  -2.11528  -3.69360  -0.39924  0.295
H  0.53355  -3.05947  -1.74985  0.347
H  0.07622  -4.50059  -0.93282  0.455
H  1.32352  -2.81188  0.29166  0.318
H  0.16056  -3.26177  1.09558  0.268
Br  -1.63716  0.10142  2.61372  -0.104
C  -1.11101  2.06722  2.22774  -0.024
Br  -2.51039  3.23122  2.74416  0.008
H  -1.03540  1.96698  1.12929  -0.050
H  -0.12757  2.07912  2.70271  0.348

Computed properties:
ΔE to the lowest compared entry with this formula, charge and spin = 0.000 eV
LUMO level (alpha / beta) = -3.2 / -3.6 eV
Multiplicity = 4
E = -230898.6437 eV
Gap between HOMO and LUMO (alpha / beta) = 0.2860 / 0.2749 hartree
Total charge = +1

---

(4)
C10H14Br2F4IO3S | ωB97M-V with the def2-TZVPD basis set

Last column: Mulliken charge in e.
Atoms and positions in Å:
O  -2.23198  -0.85298  -2.61828  -0.556
S  -1.17825  -1.60802  -1.98856  1.308
O  -1.28097  -3.00662  -2.24629  -0.690
O  0.33340  -1.11213  -2.39058  -0.508
C  0.38715  0.31631  -2.26248  -1.160
C  -0.06188  0.85171  -0.87000  0.977
C  0.89184  2.01747  -0.46405  -1.265
C  1.57890  1.90474  0.90701  -1.051
C  2.90695  1.12204  0.86246  0.360
F  2.88490  0.05121  0.04770  -0.266
Br  4.20737  2.39024  0.04157  -0.055
C  3.42697  0.78213  2.29098  0.565
F  2.83512  -0.32344  2.75559  -0.197
F  3.24602  1.82532  3.10358  -0.208
Br  5.36301  0.38035  2.31732  -0.129
C  -0.25233  -0.23803  0.19960  -1.141
C  -1.23299  -1.38130  -0.20406  -0.061
C  -2.66764  -1.16912  0.28452  -0.752
C  -2.92550  -1.86175  1.62290  -0.331
F  -4.30036  -1.83913  1.84397  -0.324
H  1.39242  0.62852  -2.55014  0.486
H  -0.29639  0.72778  -3.01583  0.423
H  -1.04672  1.29903  -1.03880  0.606
H  0.30466  2.94189  -0.44285  0.409
H  1.67910  2.20703  -1.20004  0.381
H  0.92853  1.56336  1.71785  0.427
H  1.87765  2.91655  1.19234  0.571
H  0.68097  -0.65195  0.58902  0.230
H  -0.73115  0.25545  1.05835  0.294
H  -0.86525  -2.31095  0.24277  0.387
H  -3.33126  -1.68416  -0.43110  0.240
H  -2.99752  -0.12672  0.27787  0.354
H  -2.39817  -1.39261  2.45945  0.261
H  -2.66823  -2.92116  1.51509  0.286
I  -4.45835  -1.70108  -3.60689  -0.871

Computed properties:
ΔE to the lowest compared entry with this formula, charge and spin = 0.000 eV
LUMO level = 1.5 eV
E = -186630.6435 eV
Gap between HOMO and LUMO = 0.1423 hartree
Total charge = -1

---

Q: Which value of ΔE to the lowest compared entry with this formula, charge and spin does entry 3 give?
A: 0.000 eV

---

Q: Look up the E of the first one.
A: -26197.0680 eV